Record 1
Computed, not measured: a single C9H14N2O5S molecule at a distorted geometry, with the ωB97M-V functional and the def2-TZVPD basis.

Properties
Energy relative to the best compared isomer or geometry (same formula, charge and spin) ... 0.0 kcal/mol
LUMO energy ... 0.589 eV
Charge ... 0
SMILES string ... CCOC(=O)CNS(=O)(=O)c1c(C)noc1C

The geometry in XYZ format:
```
31
Properties=species:S:1:pos:R:3:forces:R:3
C 2.936976 -4.059223 -0.156406 -0.303 0.249 0.075
C 2.104551 -3.175141 0.759485 0.496 -0.077 0.085
H 2.651507 -2.268009 1.031306 -0.094 -0.127 0.037
H 1.802857 -3.710137 1.661616 0.034 0.114 -0.084
O 0.872124 -2.780551 0.143274 -0.284 -0.307 0.020
C 0.924203 -1.767544 -0.706029 -0.095 0.112 -0.678
O 1.926166 -1.243459 -1.117830 0.116 -0.158 -0.043
C -0.482624 -1.360030 -1.151760 0.461 0.031 -0.197
N -1.356257 -1.049260 -0.041835 0.089 0.721 0.567
S -0.688447 0.075573 1.026300 -0.282 0.112 -0.198
O -1.631532 0.227686 2.090001 -0.188 -0.030 -0.106
O 0.663232 -0.278065 1.360875 -0.012 0.289 -0.130
C -0.665704 1.507402 0.016980 0.415 -0.189 0.033
C 0.413903 2.175988 -0.504562 -0.308 -0.447 0.301
O -0.040329 3.212783 -1.214262 0.997 -0.465 0.304
N -1.400715 3.243483 -1.172508 -1.412 0.106 0.027
C -1.797399 2.237298 -0.443902 0.413 0.079 -0.098
C -3.213380 1.919769 -0.165152 -0.182 0.158 -0.091
H -3.842747 2.764990 -0.426628 -0.079 0.016 0.003
H -3.513711 1.051042 -0.749221 -0.059 -0.052 -0.005
H -3.322332 1.667191 0.887169 -0.107 0.034 0.011
C 1.866511 1.935445 -0.409591 0.133 0.091 -0.102
H 2.157286 1.855181 0.635512 0.040 0.048 0.020
H 2.119709 0.985752 -0.882308 -0.003 0.045 -0.015
H 2.405570 2.745127 -0.893239 0.054 0.041 0.009
H -1.633622 -1.867069 0.483016 -0.101 -0.098 0.234
H -0.398460 -0.468691 -1.778601 0.090 -0.214 -0.042
H -0.923563 -2.169030 -1.738911 0.010 0.094 0.062
H 3.829955 -4.383166 0.370057 0.110 -0.067 0.051
H 3.232865 -3.504521 -1.043013 0.055 -0.003 -0.039
H 2.366700 -4.934631 -0.458647 -0.006 -0.105 -0.009
```
Positions in Å, forces in eV/Å.

---

Record 2
Computed, not measured: a molecular structure, C21H17N7Pd at a distorted geometry, with the ωB97M-V functional and the def2-TZVPD basis.

Properties
Energy relative to the best compared isomer or geometry (same formula, charge and spin) ... 11.9 kcal/mol
LUMO energy (alpha / beta) ... -7.826 / -11.062 eV
Charge ... +2
Spin multiplicity ... 3

The geometry in XYZ format:
```
46
Properties=species:S:1:pos:R:3:forces:R:3
Pd 1.609605 -0.180646 -0.972717 -0.114 0.235 -0.117
C -0.252040 -2.292244 -4.255781 -0.123 0.177 0.218
C 0.719250 -1.839951 -3.371087 0.267 0.088 0.236
N 0.387381 -1.111822 -2.306105 -0.053 -0.069 -0.081
C -0.935607 -0.776207 -2.123304 -0.134 0.278 0.484
C -1.883207 -1.263746 -3.041590 0.084 0.151 0.290
N -1.533395 -2.003550 -4.060111 -0.439 -0.297 -0.593
C -1.192142 0.119051 -1.020048 0.876 -0.766 -1.067
C -2.420644 0.444026 -0.452269 -0.440 0.427 0.535
C -2.498448 1.293874 0.666359 -0.068 -0.022 0.045
C -1.286699 1.804941 1.166714 -0.780 -0.017 -0.001
C -0.070964 1.464953 0.580332 1.548 0.057 -0.079
N -0.045227 0.658225 -0.518150 0.086 0.244 -0.231
C 1.254653 1.852190 1.002317 -0.497 -0.197 -0.081
C 1.578087 2.889283 1.895953 -0.262 -0.220 -0.151
N 2.817401 3.216694 2.146328 0.341 0.583 0.455
C 3.805895 2.575812 1.532963 -0.335 -0.035 -0.031
C 3.536033 1.539233 0.648040 -0.050 -0.283 -0.206
N 2.282934 1.162604 0.399340 0.037 0.067 0.077
C -3.786639 1.588064 1.321280 -0.564 0.135 0.273
C -3.862718 2.402419 2.458747 0.120 -0.057 -0.109
C -5.091950 2.609743 3.071513 0.634 -0.136 -0.371
N -6.186695 2.059595 2.604342 -1.457 0.313 0.773
C -6.172227 1.310248 1.528625 0.659 -0.108 -0.338
C -4.989754 1.046782 0.849448 0.175 0.003 -0.041
H -0.005674 -2.883610 -5.125137 0.110 -0.069 -0.012
H 1.767474 -2.067186 -3.520446 -0.036 0.027 0.090
H -2.933794 -1.019937 -2.956302 -0.067 0.044 0.091
H -3.308223 0.006577 -0.879026 -0.121 0.014 0.005
H -1.271185 2.451111 2.029181 -0.077 0.062 0.062
H 0.812069 3.475226 2.386862 -0.113 -0.024 0.012
H 4.813035 2.897578 1.749973 0.125 -0.068 -0.016
H 4.332377 1.010236 0.140173 -0.083 -0.048 0.005
H -3.003234 2.888818 2.893711 0.112 -0.011 -0.004
H -5.187077 3.229120 3.954435 0.051 0.012 0.013
H -7.119000 0.905022 1.194909 0.009 -0.035 -0.041
H -5.050887 0.425429 -0.030519 0.070 -0.064 -0.067
C 5.337813 -4.140916 -0.271101 0.065 0.084 -0.112
C 3.995363 -3.536831 0.158439 0.255 -0.850 0.528
C 3.591614 -2.358304 -0.540763 -0.124 1.082 -0.813
N 3.229514 -1.405498 -1.081191 0.361 -0.758 0.380
H 5.524384 -5.025130 0.333084 -0.013 0.007 0.003
H 6.153127 -3.439756 -0.114091 0.033 0.024 -0.012
H 5.319706 -4.437112 -1.316529 0.013 0.000 -0.041
H 4.025469 -3.274298 1.220513 -0.073 -0.029 -0.028
H 3.194249 -4.270111 0.022689 -0.007 0.052 0.067
```
Positions in Å, forces in eV/Å.

---

Record 3
Computed, not measured: 3 unconnected molecules or ions with the total composition C29H36N2O2S at a distorted geometry, with the ωB97M-V functional and the def2-TZVPD basis.

Properties
LUMO energy ... 0.291 eV
Charge ... 0
SMILES string ... Cc1cccc(Cc2ccc3c(c2CCCN)Nc2ccccc2S3)c1.CC(C)=O.CC(C)=O

The geometry in XYZ format:
```
70
Properties=species:S:1:pos:R:3:forces:R:3
C 2.133425 -5.463164 1.728980 -0.652 1.373 -0.497
C 1.061131 -4.846145 0.711336 -1.257 0.732 -1.177
C 1.537008 -4.526757 -0.723090 -3.610 1.053 0.340
C 0.541705 -3.904376 -1.732950 -1.819 -0.608 4.240
C -0.914421 -3.616930 -1.234589 2.920 -1.477 1.688
C -1.378720 -3.936080 0.221233 2.099 -0.613 -1.310
C -2.911245 -3.522438 0.562548 1.043 0.612 0.167
C -2.863490 -1.914804 0.788612 -0.091 1.893 1.188
C -2.256996 -1.469620 2.170920 -1.051 2.970 -2.300
C -2.094972 0.053961 2.524244 -1.564 -1.487 -3.688
C -2.569964 1.056374 1.444081 -0.407 -2.679 -1.347
C -3.211394 0.608838 0.074301 1.106 -2.703 2.048
C -3.380263 -0.914524 -0.288798 1.861 1.380 3.036
C -4.006666 -1.348633 -1.687682 -0.470 0.675 0.246
C -5.440765 -2.082811 -1.584253 0.131 -0.685 -1.591
C -6.625021 -1.197913 -2.249985 -0.623 -0.875 0.739
N -7.500200 -0.617495 -1.153381 1.285 0.265 -0.487
N -3.673054 1.638504 -0.906646 1.101 0.395 1.710
C -2.603230 2.604774 -1.239309 2.750 2.309 -1.436
C -2.231353 2.834547 -2.738742 1.932 1.785 3.135
C -1.100566 3.859751 -3.063222 -1.049 -0.611 3.579
C -0.388494 4.627795 -1.907680 -2.095 -1.978 0.462
C -0.736991 4.414022 -0.387829 -2.129 -2.292 -3.406
C -1.853201 3.387154 -0.091765 0.537 -0.141 -3.047
S -2.417527 2.914102 1.630074 0.549 -1.181 -1.589
C -0.397253 -4.564645 1.236817 1.126 1.020 -4.349
H 1.569240 -5.898694 2.619109 1.010 0.328 -1.252
H 2.821387 -6.195945 1.192948 -1.057 0.832 0.902
H 2.769078 -4.572797 2.103231 -0.885 -1.516 -0.470
H 2.608763 -4.702161 -1.099112 -1.822 0.118 1.020
H 0.817424 -3.613742 -2.796199 -0.288 -0.556 1.653
H -1.620604 -3.159104 -2.000053 0.914 -0.715 1.402
H -3.627087 -3.821847 -0.281246 1.252 0.592 1.055
H -3.298942 -4.070034 1.503911 0.824 1.036 -1.382
H -1.906906 -2.267991 2.924879 -0.657 1.440 -1.451
H -1.646181 0.420352 3.513816 -0.776 -0.674 -1.778
H -3.335483 -2.007824 -2.331688 -0.562 0.930 1.234
H -4.185911 -0.385760 -2.304030 0.520 -1.486 1.184
H -5.377235 -3.041843 -2.233947 0.033 1.400 1.099
H -5.702838 -2.455045 -0.529193 0.336 0.890 -1.501
H -6.246777 -0.344337 -2.908217 -0.319 -1.183 1.047
H -7.293648 -1.849535 -2.934124 1.127 0.899 1.180
H -6.936858 0.181148 -0.796572 -0.782 -0.793 0.075
H -7.583806 -1.309130 -0.382189 0.168 0.749 -0.799
H -4.403831 2.183724 -0.395881 0.604 -0.445 -0.538
H -2.758077 2.234770 -3.563470 0.870 1.074 1.516
H -0.799249 4.045713 -4.157557 -0.494 -0.290 2.040
H 0.453261 5.350693 -2.206360 -1.469 -1.245 0.699
H -0.187385 4.959420 0.443347 -0.842 -0.852 -1.330
H -0.720786 -4.810634 2.313172 0.674 0.392 -1.958
C 4.934335 2.661660 -0.935726 0.047 0.342 -0.114
C 3.592440 3.317017 -0.749189 0.034 0.660 -0.057
O 3.478274 4.530213 -0.719267 -0.021 -0.538 0.008
C 2.395338 2.416146 -0.600805 -0.275 0.336 0.096
H 5.703285 3.430965 -1.028439 -0.101 -0.138 0.080
H 5.166429 2.038761 -0.070981 0.000 -0.083 -0.198
H 4.929877 2.059168 -1.847083 -0.046 -0.155 0.120
H 2.514938 1.781176 0.279932 0.038 -0.169 -0.163
H 2.278397 1.803047 -1.497079 0.047 -0.157 0.142
H 1.497598 3.025730 -0.474113 0.158 -0.148 -0.046
C 6.555025 3.124635 3.431758 -0.295 0.136 -0.254
C 7.387688 2.421531 2.392897 -0.170 0.012 -0.711
O 7.074345 2.434925 1.216740 0.253 -0.030 0.706
C 8.622797 1.701459 2.865220 0.131 -0.138 -0.357
H 5.698233 3.599230 2.948363 0.129 -0.062 0.040
H 6.188021 2.402866 4.164722 0.155 0.103 0.126
H 7.149995 3.895975 3.925306 -0.016 -0.145 0.160
H 8.347748 0.916587 3.573107 0.092 0.146 0.140
H 9.309656 2.409604 3.333684 -0.072 -0.109 0.179
H 9.123232 1.242021 2.010101 -0.091 0.076 0.102
```
Positions in Å, forces in eV/Å.